Below is 4 unconnected molecules or ions with the total composition C2H11NO4 in a non-equilibrium geometry, with properties calculated with ωB97M-V/def2-TZVPD.

Each line ends with the natural charge from an NBO analysis.
CARTESIAN COORDINATES (ANGSTROEM)
O1 0.21 -2.63 -0.18  -0.980
O2 0.90 1.47 3.39  -0.959
O3 1.83 -0.38 -0.24  -0.936
O4 -1.68 -1.04 -1.59  -0.405
N1 -0.36 0.66 -0.88  -0.188
C1 -0.24 1.97 -0.39  -0.520
C2 -1.67 0.09 -1.21  0.512
H1 -0.15 -3.51 -0.06  0.504
H2 2.44 -0.77 -0.87  0.510
H3 0.82 2.16 -0.28  0.280
H4 -0.45 -2.10 -0.63  0.474
H5 1.54 -1.17 0.26  0.527
H6 1.66 1.15 3.88  0.484
H7 -0.59 2.09 0.66  0.321
H8 0.69 2.34 3.74  0.477
H9 0.47 0.02 -0.77  0.447
H10 -0.78 2.76 -0.92  0.276
H11 -2.45 0.85 -1.11  0.178

Computed properties:
total charge: +1
DFT total energy: -438.1849 a.u.
2S+1: 2
⟨S²⟩: 0.76
highest occupied orbital energy (spin up / spin down): -0.5377 / -0.5377 hartree
largest force on an atom: 2.66 eV/A

Below is a molecular structure, C10H25B3INO5P in a non-equilibrium geometry, with properties calculated with ωB97M-V/def2-TZVPD.

Each line ends with the natural charge from an NBO analysis.
CARTESIAN COORDINATES (ANGSTROEM)
I1 3.05 0.13 4.17  -0.816
P1 2.40 -1.70 -3.06  0.905
O1 0.46 -2.04 -0.96  -0.885
O2 -3.13 1.47 -0.98  -0.547
O3 2.39 -0.71 -0.37  -0.880
O4 3.48 -2.97 -2.91  -0.960
O5 0.92 -1.52 1.36  -0.868
N1 3.41 -0.30 -3.26  -1.170
C1 -3.54 -1.98 0.15  -0.389
C2 -3.14 2.77 -0.43  -0.060
C3 4.18 2.08 0.77  -0.619
C4 2.11 0.76 1.71  -0.876
C5 -1.69 3.27 -0.37  -0.621
C6 -3.88 0.53 -0.22  -0.059
C7 3.73 0.89 1.66  -0.418
C8 -2.35 -1.76 1.11  -0.384
C9 -1.19 -2.78 0.88  -0.766
C10 -3.70 -0.84 -0.87  -0.419
B1 0.13 -2.07 0.39  1.150
B2 1.67 -1.45 -1.25  0.780
B3 1.77 -0.53 0.89  1.209
H1 -0.99 -3.25 1.85  0.238
H2 1.72 1.61 1.10  0.209
H3 -1.14 2.68 0.37  0.216
H4 1.71 0.71 2.78  0.277
H5 -3.43 -2.91 -0.41  0.204
H6 -2.74 -1.89 2.11  0.207
H7 -4.61 -1.04 -1.45  0.196
H8 4.24 -0.49 -3.81  0.387
H9 -1.96 -0.75 1.02  0.198
H10 4.24 1.84 -0.30  0.192
H11 2.90 0.50 -3.60  0.382
H12 5.16 2.44 1.07  0.190
H13 -1.21 3.08 -1.33  0.211
H14 -2.88 -0.84 -1.59  0.224
H15 -4.93 0.82 -0.28  0.158
H16 4.18 -0.01 1.26  0.187
H17 4.11 1.09 2.71  0.246
H18 -4.46 -2.08 0.73  0.190
H19 -1.49 -3.60 0.22  0.212
H20 -3.59 2.81 0.56  0.166
H21 3.47 2.90 0.92  0.188
H22 -3.55 0.53 0.82  0.168
H23 3.52 -3.20 -1.97  0.487
H24 -1.67 4.33 -0.14  0.202
H25 -3.69 3.46 -1.07  0.158

Computed properties:
total charge: -1
DFT total energy: -1540.8569 a.u.
highest occupied orbital energy: -0.0983 hartree
largest force on an atom: 7.48 eV/A